Formula: C56H43AsBr3ClN3O5STeW
Source: the OMol25 dataset
Level of theory: ωB97M-V/def2-TZVPD

## Properties
highest occupied orbital energy (alpha / beta) = -8.90 / -8.90 eV
molecular weight = 1531.57 u

Structure (ORCA input):
```
! wB97M-V def2-TZVPD RIJCOSX def2/J DEFGRID3
* xyz 1 1
W 1.38833 -0.69716 -0.03499
C 2.22885 -2.10937 -3.42102
C 1.92002 -0.64453 -3.40584
C 2.02300 0.09647 -4.56015
C 1.78466 1.47231 -4.57866
C 1.55831 2.12034 -3.35933
C 1.37043 3.51274 -3.17744
Br 1.40963 4.67298 -4.68416
C 1.11986 4.08296 -1.94156
C 1.16650 3.29380 -0.81008
Br 0.75902 3.95197 0.92469
C 1.45522 1.92526 -0.92848
O 1.62558 1.13420 0.15692
C 1.52820 1.31723 -2.18819
N 1.55873 -0.07561 -2.19320
H 2.32892 -2.46505 -4.44465
H 1.44647 -2.70910 -2.93138
H 3.17338 -2.29807 -2.90311
H 2.29854 -0.40491 -5.47325
H 1.82510 2.03233 -5.49526
H 0.90050 5.13453 -1.86445
S 2.68170 -2.84723 -0.33174
C 1.64754 -4.26567 -0.47218
C 2.20395 -5.53388 -0.29565
C 1.42236 -6.66242 -0.41884
C 0.07423 -6.53982 -0.72558
C -0.48805 -5.28634 -0.89675
C 0.28380 -4.12962 -0.77776
As -0.40056 -2.26061 -0.93518
C -1.45527 -2.49475 -2.66857
C -1.06437 -1.83542 -3.83295
C -1.74119 -2.03485 -5.02615
C -2.83470 -2.88156 -5.07475
C -3.26818 -3.50455 -3.91476
C -2.58718 -3.31328 -2.72432
C -2.03013 -2.52104 0.20978
C -3.14446 -1.70358 -0.00131
C -4.23953 -1.76301 0.84180
C -4.25174 -2.65760 1.89985
C -3.17725 -3.50946 2.08734
C -2.07011 -3.44098 1.25484
H 3.25412 -5.60723 -0.06107
H 1.86493 -7.63311 -0.25879
H -0.53809 -7.42161 -0.82525
H -1.54460 -5.19194 -1.11395
H -0.23462 -1.14285 -3.81581
H -1.40376 -1.52755 -5.91851
H -3.35107 -3.04780 -6.00712
H -4.13910 -4.14247 -3.93379
H -2.95107 -3.77542 -1.81434
H -3.14568 -1.02792 -0.85174
H -5.08422 -1.11252 0.67965
H -5.10143 -2.69714 2.56344
H -3.20054 -4.23479 2.88552
H -1.23685 -4.11885 1.40488
C 1.24460 -2.49008 2.49172
O 0.90280 -1.51279 1.54610
C -0.66827 0.24155 0.49963
C -1.12373 0.45850 1.80211
C -2.16505 1.33912 2.07073
Br -2.72905 1.58914 3.86627
C -2.81282 2.00101 1.05554
C -2.44991 1.76364 -0.27358
C -1.38423 0.89202 -0.51087
O -0.98538 0.53207 -1.79617
C -3.19715 2.47981 -1.28850
N -3.89183 3.53961 -0.97644
C -4.47887 3.97118 -2.12753
C -5.33067 5.04952 -2.34930
C -5.81091 5.22565 -3.62829
C -5.44531 4.36925 -4.67411
C -4.58519 3.30623 -4.48210
C -4.11518 3.11319 -3.19363
N -3.27447 2.17493 -2.63637
H 1.06561 -3.49208 2.07708
H 0.63306 -2.36681 3.39227
H 2.30730 -2.40320 2.75812
H -0.71574 -0.10053 2.64278
H -3.63036 2.67811 1.23901
H -1.22859 1.22237 -2.42970
H -5.59692 5.70571 -1.53594
H -6.48820 6.04202 -3.83291
H -5.85019 4.54420 -5.65842
H -4.29979 2.65465 -5.29484
H -2.99074 1.31989 -3.08908
Cl 4.52245 2.14096 1.32822
C 5.12981 0.65359 0.57203
C 3.90804 -0.19297 0.35988
O 3.45951 -0.34413 -0.79899
O 3.25667 -0.66725 1.33045
H 5.85144 0.19367 1.24380
H 5.57172 0.91155 -0.38882
Te 1.92280 0.95167 2.84351
C 1.82302 2.81259 3.94433
C 0.84882 2.90227 4.92663
C 0.65027 4.10061 5.59284
C 1.41877 5.20846 5.27895
C 2.40413 5.11045 4.31218
C 2.60813 3.91481 3.64528
C 3.13450 0.13112 4.43707
C 2.61095 -0.83780 5.28803
C 3.38320 -1.35696 6.31539
C 4.68438 -0.91952 6.50012
C 5.20709 0.05109 5.66036
C 4.43707 0.58013 4.63746
H 0.23687 2.04300 5.16690
H -0.11758 4.16772 6.34785
H 1.24748 6.14856 5.78026
H 3.01003 5.96691 4.06510
H 3.36499 3.85318 2.87633
H 1.58978 -1.17704 5.16597
H 2.96254 -2.09973 6.97803
H 5.28676 -1.32925 7.29803
H 6.21677 0.40397 5.81165
H 4.84664 1.35405 4.00099
*
```